Entry A
27
Properties=species:S:1:pos:R:3 method="wB97M-V/def2-TZVPD" charge=0 gap_ev=6.38
C -2.4636 1.9812 0.4460
C -2.2630 0.4553 0.3750
C -1.0538 -0.0974 0.3839
C -3.4194 -0.4808 -0.1261
C 0.3409 0.4563 0.4430
C 1.2634 -0.3976 1.4179
C 2.0297 -1.3064 0.5187
C 2.6062 0.5464 -0.9383
C 1.0211 0.5229 -1.0237
H -3.4276 2.2748 0.7998
H -2.3438 2.3069 -0.5708
H -1.5291 2.4209 1.0061
H -3.2448 -2.7707 -1.7183
H 0.4444 1.4987 0.9472
H 2.0088 0.1061 2.0199
H 0.5804 -1.0216 2.0598
H 1.3637 -1.6112 -0.4179
H 2.5005 -2.1748 0.9210
H 3.5939 -1.3161 -0.5588
H 3.1574 0.7226 -1.8950
H 2.7976 1.4321 -0.3943
H 0.8049 -0.5812 -1.2745
H 0.5279 1.2695 -1.7829
N -2.7371 -1.6888 -0.2387
N 3.1367 -0.4717 -0.1220
O -4.5825 -0.2021 -0.3499
S -1.1128 -1.8731 0.0729



Entry B
27
Properties=species:S:1:pos:R:3 method="wB97M-V/def2-TZVPD" charge=0 gap_ev="8.19 / 8.19"
C -0.2300 1.1442 -1.3417
C -0.6186 -4.0275 1.2607
C -0.9800 0.5980 -0.1162
C 1.0950 1.1966 -0.4641
C 0.2576 0.7151 0.5882
C -1.4823 -0.8532 -0.3230
C -2.1012 1.5047 0.4048
C 2.1144 0.1225 -1.0958
C 1.8357 2.4671 -0.1399
N 0.2952 -3.1382 1.1323
N 1.0455 -2.3132 0.8529
O -0.5046 1.3990 -2.4736
S 0.5454 0.4135 2.2135
H -0.6109 -4.7200 2.0703
H -1.4104 -3.8548 0.6113
H -2.0772 -1.2380 0.4634
H -0.7057 -1.6836 -0.3533
H -2.0013 -0.8576 -1.3018
H -2.8403 1.7223 -0.2455
H -1.8008 2.4711 0.8195
H -2.6036 0.8916 1.2224
H 2.4536 0.4673 -2.0555
H 1.5775 -0.8344 -1.1144
H 2.9431 -0.0462 -0.4941
H 1.2324 3.2051 0.4401
H 2.0189 2.9720 -1.1196
H 2.5530 2.2765 0.5590



Which structure wins on stability? entry B wins.



Entry A
10
Properties=species:S:1:pos:R:3 method="wB97M-V/def2-TZVPD" charge=0 gap_ev="7.59 / 9.18" multiplicity=3 s2=2.010
C 1.9774 0.9429 0.1250
C -0.1464 -0.2898 0.3600
N 2.5890 -0.4039 0.4434
N 1.8728 -1.4924 0.3289
N 0.6015 0.7453 -0.1427
O 2.4682 1.9717 0.1289
O 2.7189 -1.2041 -0.7493
H -1.1081 -0.6185 -0.1263
H -0.2854 -0.4982 1.4288
H 0.2979 1.1334 -0.9979



Entry B
10
Properties=species:S:1:pos:R:3 method="wB97M-V/def2-TZVPD" charge=0 gap_ev="8.79 / 8.54" multiplicity=3 s2=2.010
C 0.4971 0.8238 -0.2807
C 1.9110 0.4076 -2.2950
N 1.9212 2.5848 -1.3984
N 0.9753 0.0523 -1.1991
N -0.3418 0.4073 0.6493
O 2.2961 -0.4796 -3.0070
O 2.3229 1.6319 -2.2445
H 0.5772 -0.8485 -1.1737
H -0.8557 1.1357 1.0783
H -0.4297 -0.6004 0.7442



Which structure wins on stability? entry B wins.